# C3H7NO

A cluster of 2 separate species, C3H7NO in total at a distorted geometry (ωB97M-V/def2-TZVPD, OMol25).

The value obtained for the LUMO energy is 0.0309 hartree. Its multiplicity is 1. Its electronic energy is -248.43195 hartree. For the energy above the lowest of the compared OMol25 structures with the same formula, charge and spin, the calculation gives 59.3 kcal/mol. The HOMO energy comes out at -10.0 eV. Its orbital gap is 10.79 eV. The largest force on an atom is 3.8 eV/Å.

Cartesian coordinates (Å):
C -1.59408 -0.94961 1.57995
N -1.46168 -0.14560 0.59693
H -2.23500 -0.65784 2.39525
H -1.18390 -1.98251 1.68739
H -0.95458 -0.44076 -0.25333
O 1.03560 -0.49026 -1.62297
C 1.08192 0.03800 -0.51138
C 0.96671 1.44658 -0.21080
H 0.99784 -0.69203 0.41602
H 1.18316 2.04877 -1.14353
H 1.50483 1.81763 0.63487
H -0.09269 1.63823 -0.07811

These are the Mulliken partial charges, in e, on atoms 1 to 2: C -0.2510; N -0.5322